Entry 1:
75
Properties=species:S:1:pos:R:3:forces:R:3 method="wB97M-V/def2-TZVPD" multiplicity=3 e_homo_ev="-9.404 / -9.331" total_energy_ha=-6340.30080 total_charge=+1 lumo_ev="-3.2 / -3.2"
H 5.304838 1.968315 1.115494 -0.0306 -0.0067 0.0232
H -2.239813 0.550740 -4.326173 0.0092 -0.0928 -0.0155
H -3.810867 2.297296 -5.031030 -0.0447 0.0089 0.0408
C 0.908596 -3.491757 -0.808736 -0.1149 0.0239 -0.1468
C 1.458474 -4.769427 -0.785560 0.0439 -0.0269 -0.0129
N -2.611852 -2.295171 0.813835 -0.0610 0.0603 0.1249
C -3.694920 -3.193983 1.207276 -0.0713 -0.2359 0.0203
H -7.121698 1.376789 -1.220413 -0.0296 -0.0158 0.0180
H -1.796065 -5.949809 2.151930 0.0147 0.0238 -0.0123
H -4.503955 -3.047220 0.494769 -0.0238 0.0968 0.0225
C -3.123115 -5.214721 -0.190966 -0.0458 -0.0282 0.0582
N -2.344640 -2.007535 -0.463891 0.0936 0.0888 0.0317
H -0.259832 6.133842 0.840879 -0.0030 -0.0236 0.0140
H -0.118266 -3.342621 -1.117615 -0.0279 0.0202 0.1222
C -3.515731 1.106029 -1.367308 -0.0114 0.1152 0.4291
H 2.845800 2.942365 -1.284401 -0.0029 0.0099 0.0003
H 3.288005 -5.876767 -0.521102 -0.0121 0.0046 -0.0006
H 0.833124 -5.626916 -0.990269 0.0113 0.0219 -0.0850
H 2.837037 1.763156 0.924376 -0.0265 0.0061 -0.0861
H -4.075366 -5.184775 -0.723044 0.0363 0.0003 -0.0250
H -4.089461 -5.200313 1.723298 -0.0327 0.0103 0.0075
C 0.429715 5.429027 0.394224 0.0487 0.0034 -0.0327
N 1.597003 -2.399874 -0.505248 0.1691 0.0872 0.3062
H -1.129274 -4.435328 1.549898 0.0047 0.0027 0.0126
C 5.633091 -0.107696 0.681135 -0.0027 -0.0346 -0.0017
N 5.757213 -4.852597 -0.042877 -0.0099 -0.0818 -0.0459
C 3.618542 -1.316046 0.193668 0.0779 0.0143 0.0221
C -3.271520 -4.671771 1.228744 0.2248 0.1576 -0.1921
C 2.900648 -2.533464 -0.192295 -0.0391 -0.0495 -0.0572
C -3.191409 0.627730 -3.802377 -0.2051 0.2747 0.0684
H -2.403269 -4.626277 -0.765310 0.0073 -0.0318 0.0144
C 2.800631 -4.910466 -0.514746 0.0103 0.0048 0.0199
H 2.089046 6.793189 0.424832 -0.0129 -0.0090 0.0093
S 7.263274 -4.345599 0.215203 0.0928 -0.0624 0.0096
C -0.019192 4.160095 0.050202 -0.0831 -0.0410 0.1012
N -1.309381 -1.257712 -0.458225 -0.2745 -0.1566 0.0733
N -2.922588 1.324169 -2.550240 0.1230 -0.0817 -0.1909
C 5.699178 -2.579069 0.241149 -0.2233 -0.1317 -0.0158
C 4.983744 -3.783321 -0.009710 0.0011 0.2180 0.0510
H -1.662359 -1.752265 2.657066 -0.0133 -0.0109 -0.0379
H -4.959701 0.008902 -2.261662 -0.0625 0.0737 -0.0007
H -3.520248 -0.390673 -3.581015 0.0968 -0.0372 -0.0210
H -1.047184 3.879405 0.235109 -0.0051 -0.0317 -0.0310
S -2.840146 1.736470 0.055264 -0.6145 -0.0165 -0.0277
C 2.615362 4.900768 -0.437597 0.0224 -0.0030 -0.0295
H -7.276950 -0.372780 -1.469016 -0.0157 0.0361 0.0108
N 6.997539 -2.767196 0.384922 0.0756 0.0639 0.0298
C 5.001207 -1.313335 0.369542 0.0564 -0.0052 -0.0408
Se 0.251592 1.517004 -1.086277 -0.0417 0.2054 -0.5480
C 1.745725 5.801883 0.159577 -0.0361 -0.0133 -0.0089
H -4.455299 0.738038 -5.553504 -0.0071 0.0319 0.0117
C 3.550030 -3.768044 -0.235395 0.0592 -0.0132 -0.0440
C 3.477556 0.911581 0.736969 -0.0778 0.1399 0.0757
Ni 0.906352 -0.445300 -0.142856 0.5134 0.4221 -0.1462
N -4.636705 0.356113 -1.372798 0.0160 -0.0057 -0.0877
C 0.857298 3.251893 -0.530610 0.4725 -0.1181 -0.0028
H -2.102887 1.908304 -2.501480 0.1114 -0.1527 0.0913
H -5.446511 -0.754007 0.212597 0.0004 0.0159 0.0518
C -1.996444 -4.883936 2.041373 -0.1514 -0.0610 0.0915
H -5.315411 0.984735 0.471080 0.0772 0.0016 0.0324
N -0.871795 -1.043460 0.807510 -0.2195 -0.5433 -0.1740
C -5.569388 0.224787 -0.262308 -0.0082 -0.0436 -0.1022
H -5.133645 1.549063 -4.131384 0.0040 -0.0024 -0.0201
H -4.029994 -2.877387 2.193580 0.0082 0.0817 -0.0031
H -2.779481 -6.249647 -0.170533 -0.0148 0.0163 -0.0119
N 2.874688 -0.213579 0.384778 -0.0682 -0.1725 0.1035
C -4.212738 1.346623 -4.680645 0.0605 -0.0826 -0.0199
C -7.000898 0.401276 -0.748129 0.0982 -0.0578 0.0189
H 6.710585 -0.086222 0.782358 -0.0202 0.0156 0.0258
H -7.689369 0.336857 0.094478 -0.0136 -0.0072 -0.0408
C 2.173690 3.632560 -0.788565 -0.0208 0.0412 0.0050
C -1.693790 -1.702860 1.581730 0.0290 0.1427 0.1605
H -2.089725 -4.463427 3.046357 0.0640 -0.0024 -0.0224
H 3.638007 5.191205 -0.645610 -0.0140 -0.0146 -0.0069
C 4.860290 1.015741 0.864318 0.0595 -0.0364 0.0385

Entry 2:
64
Properties=species:S:1:pos:R:3:forces:R:3 method="wB97M-V/def2-TZVPD" e_homo_ev=-10.765 total_energy_ha=-1271.19963 total_charge=+1 lumo_ev=-2.1 smiles="C[N+]1([C@H](/C=C/N(Cc2ccccc2)Cc2ccccc2)c2ccccc2)CCOCC1"
H 2.070123 3.103798 -1.027181 0.1293 -0.2087 -0.3539
H -4.350198 0.369934 2.971435 0.2646 -0.0897 0.1754
H -0.538447 -1.200318 -5.486497 -0.3212 0.1760 0.1959
H 1.992534 2.321224 2.587411 -0.0404 -0.0409 -0.3784
H -3.795850 0.242865 -1.991509 0.3200 0.0027 -0.2317
C -2.304624 -1.899179 -1.225639 0.0251 -0.6163 0.3333
C 2.443050 -0.653389 1.400748 -0.4921 0.2692 0.6101
H -3.431424 0.467081 5.299911 0.0910 -0.1751 -0.1341
H 2.225604 -1.270983 0.540477 0.0223 0.1986 -0.2855
H -3.249953 -2.455594 -1.151796 0.2864 0.0745 -0.1501
H -1.540463 -2.718418 1.986432 -0.0045 0.2675 0.2178
C 2.053035 -0.089748 -2.180681 -0.2502 0.2875 -0.6369
N -2.274278 -1.047263 -0.042532 -1.0654 -0.4223 0.0847
H -0.012804 -0.279142 2.142647 0.0639 -0.1116 0.2212
C -3.409362 -1.113095 0.902097 0.1261 0.5259 -0.5536
C -3.065019 -0.045510 -2.753982 0.2145 0.1331 -0.2766
H 2.128574 2.736646 0.874603 0.1757 -0.4843 0.2455
C -1.248444 -0.866590 -4.724445 -0.2373 -0.0431 0.0579
H 2.320721 -0.665697 -4.249435 0.2346 0.2815 0.3461
H -1.499950 -2.655499 -1.172367 -0.1934 0.1922 -0.1588
C -1.934828 -1.046471 4.941595 0.0305 0.0044 -0.1832
H 1.783839 -1.110028 -1.921195 0.0859 0.2307 -0.0195
H -0.583715 -2.614787 4.284159 -0.2570 0.1588 0.0373
C -2.999756 -0.219044 4.572851 0.0077 -0.1109 0.0958
C 3.897272 1.851979 1.811670 0.8511 -0.3436 0.1032
C 2.404182 1.988576 1.629510 -0.4640 0.0327 -0.3619
C -2.938637 -1.119380 2.337275 -0.2650 -0.2117 0.0277
C 1.898811 0.967048 -1.268128 0.0137 0.0669 -0.4308
C -1.924250 -2.000560 2.716712 0.1630 0.1722 0.3159
C -3.517483 -0.266728 3.276970 0.4450 -0.0209 -0.0389
C -0.005270 -0.275639 -0.258638 -1.3881 -0.1014 0.4901
H -0.800299 -2.513188 -3.375333 -0.0437 0.3531 -0.0754
H -0.058857 1.478867 2.204366 0.0328 0.1882 0.1155
H -3.976719 -2.025295 0.667668 0.1150 0.3524 0.0996
C 2.371214 0.154068 -3.525787 0.3516 0.4111 0.3355
H 4.499067 -1.296451 1.206563 -0.3018 0.1714 0.2688
C -1.303804 -0.139704 0.177633 1.7258 -0.1658 -0.8649
H 4.416455 2.727882 1.400820 -0.2033 -0.2204 0.2053
H 0.337133 -1.199656 -0.744083 -0.5301 0.5713 0.2605
H -1.617380 0.754850 0.732852 0.1342 -0.3244 -0.0926
H 4.073082 -0.537145 2.784218 0.1889 0.1506 -0.4684
C -1.400748 -1.945242 4.011194 -0.2238 -0.0418 -0.1700
H 2.019217 -1.149966 2.285971 -0.0874 0.0536 -0.5211
C 2.247658 2.255261 -1.695584 -0.3981 0.0966 -0.4877
C -1.373768 -1.596335 -3.539982 -0.0943 0.4110 0.1113
C 0.995979 0.813512 -0.029520 -0.7898 0.1571 -2.6742
C -2.037756 0.271513 -4.923818 0.0637 -0.0318 0.2287
H -1.522799 -1.004909 5.952549 -0.1841 0.0205 -0.3259
C -2.951830 0.682419 -3.942258 0.1481 -0.3630 0.0642
C 3.919714 -0.494982 1.686372 0.9223 0.7907 -0.2302
H -4.048003 -0.230724 0.713544 -0.0996 -0.3812 0.2555
C 0.579181 0.608282 2.306984 0.2876 -0.1716 0.3103
H 1.077772 0.589302 3.279966 -0.2250 0.0109 -0.1425
H -3.577727 1.561989 -4.096131 0.1745 -0.2610 -0.0464
H 0.445955 1.761466 0.037765 0.1218 -0.1559 0.1124
H 2.810008 3.537931 -3.352686 0.0235 -0.4251 0.2002
C -2.242173 -1.152537 -2.538523 0.0830 -0.1472 -0.1058
C 2.689504 1.454552 -3.952733 -0.2603 -0.0743 0.8673
N 1.663963 0.678719 1.253742 0.7919 -0.0808 3.0221
H -1.939743 0.841426 -5.846536 -0.0331 -0.1213 0.2139
C 2.626064 2.510563 -3.022679 0.1410 -0.4980 -0.0749
O 4.447763 0.724605 1.143460 -0.5777 -0.2687 0.5716
H 2.960612 1.639330 -4.988795 -0.1517 0.0294 0.1814
H 4.078305 1.803521 2.906334 0.3264 -0.1293 -0.5081